<a>
A cluster of 7 separate species, C6H24ClN12O10 in total. Source: the OMol25 dataset; level of theory: ωB97M-V with the def2-TZVPD basis set.

Structure (XYZ):
```
53
C6H24ClN12O10, DFT ωB97M-V with the def2-TZVPD basis set
Cl 22.9304 13.3684 29.4128
O 23.9766 12.9715 30.2762
O 23.3406 13.0758 28.0634
O 21.6424 12.7541 29.7735
O 22.7242 14.7861 29.6113
C 21.9492 18.8981 28.9246
O 22.9510 18.9086 29.6473
N 21.5353 17.7911 28.3000
N 21.1312 19.9724 28.8598
H 21.8703 16.8487 28.4405
H 20.6174 17.8176 27.8794
H 21.4450 20.8187 29.3129
H 20.3306 19.9232 28.2460
C 18.8229 15.0331 31.5860
O 17.9909 14.8407 32.3905
N 19.0185 14.1869 30.6986
N 19.6385 16.0631 31.4958
H 18.5071 13.3161 30.6819
H 19.7349 14.3517 30.0059
H 20.3108 15.9102 30.7578
H 19.5346 16.8823 32.0773
C 27.6632 13.6234 29.5884
O 27.7445 14.7515 29.9373
N 28.4958 13.2114 28.7274
N 26.9326 12.6795 30.0711
H 29.1991 13.7750 28.2715
H 28.1792 12.3250 28.3613
H 26.2664 12.9140 30.7931
H 26.9427 11.8167 29.5461
C 25.5845 16.6775 31.9364
O 26.6138 17.2793 32.2912
N 24.6987 17.0844 30.9783
N 25.3276 15.5391 32.5546
H 23.9603 16.4230 30.7851
H 24.7852 18.0159 30.5976
H 25.9055 15.1429 33.2820
H 24.3880 15.1897 32.4308
C 25.0639 10.3769 33.0736
O 23.8856 10.6306 33.1863
N 25.7238 9.8978 34.0573
N 25.7706 10.5741 32.0209
H 26.6324 9.5172 33.8342
H 25.1671 9.4611 34.7780
H 25.0328 10.7491 31.3537
H 26.6133 10.0597 31.8082
C 20.9844 12.6148 33.7711
O 20.6928 11.4479 33.8869
N 20.5572 13.5559 34.5650
N 21.9421 13.0555 33.0507
H 19.9030 13.3631 35.3099
H 20.7541 14.4852 34.2220
H 21.9454 14.0392 32.8218
H 22.4773 12.5151 32.3861
```

The LUMO energy is 2.388 eV. The value obtained for the HOMO energy is -6.2 eV. As for the charge: -1. For the orbital gap, the calculation gives 8.55 eV.

Here are the Löwdin charges for atoms 1 to 6, given in e: number 1, Cl, carries 0.640; number 2, O, carries -0.370; number 3, O, carries -0.345; number 4, O, carries -0.377; number 5, O, carries -0.404; number 6, C, carries -0.691


<b>
A cluster of 7 separate species, C6H24ClN12O10 in total. Source: the OMol25 dataset; level of theory: ωB97M-V with the def2-TZVPD basis set.

Structure (XYZ):
```
53
C6H24ClN12O10, DFT ωB97M-V with the def2-TZVPD basis set
Cl -27.7245 7.0777 -36.0777
O -27.0247 6.7611 -37.2832
O -26.7063 7.2089 -35.0727
O -28.4837 8.2825 -36.1999
O -28.6594 6.0467 -35.7715
C -28.2829 9.6209 -32.4811
O -28.5880 10.6878 -31.9502
N -29.1119 8.9268 -33.2984
N -27.0449 9.0891 -32.3922
H -28.7185 8.6059 -34.1708
H -30.0105 9.3854 -33.3077
H -26.7753 8.2784 -32.9234
H -26.3730 9.7379 -32.0190
C -23.7454 8.8775 -38.4680
O -24.6847 9.1469 -39.2270
N -22.7486 9.7416 -38.1229
N -23.7063 7.6973 -37.8362
H -21.8705 9.5374 -37.6879
H -22.9827 10.6883 -38.3769
H -22.8708 7.2968 -37.4529
H -24.5880 7.2099 -37.8984
C -29.7059 2.0031 -33.7978
O -30.4771 1.4767 -33.0155
N -29.2596 1.3806 -34.9350
N -29.1240 3.2265 -33.6822
H -28.4510 1.7759 -35.3959
H -29.5088 0.4907 -35.3227
H -28.9099 3.6291 -34.5786
H -29.4369 3.8190 -32.9322
C -26.6582 3.0366 -36.2096
O -26.3961 1.8329 -36.0036
N -26.3014 4.0144 -35.4051
N -27.2329 3.4315 -37.3718
H -25.8502 3.7225 -34.5524
H -26.3958 5.0102 -35.5067
H -27.6837 4.3360 -37.3486
H -27.6306 2.7326 -37.9740
C -27.6371 11.0011 -38.7747
O -27.1319 11.7286 -39.6432
N -28.9409 11.1507 -38.4687
N -27.0442 10.0021 -38.0887
H -29.3863 11.8679 -39.0148
H -29.1179 10.8841 -37.5137
H -26.0626 9.8841 -38.3288
H -27.5155 9.4780 -37.3733
C -28.3705 7.0330 -41.2236
O -29.4550 6.8798 -41.8002
N -27.1805 6.9359 -41.8327
N -28.2138 7.3782 -39.9383
H -26.3523 6.8978 -41.2690
H -27.1481 6.6527 -42.7970
H -27.3922 7.3974 -39.3657
H -29.1175 7.5402 -39.5165
```

The LUMO energy is 2.176 eV. The value obtained for the HOMO energy is -6.9 eV. As for the charge: -1. For the orbital gap, the calculation gives 9.12 eV.

Here are the Löwdin charges for atoms 1 to 6, given in e: number 1, Cl, carries 0.623; number 2, O, carries -0.355; number 3, O, carries -0.343; number 4, O, carries -0.352; number 5, O, carries -0.321; number 6, C, carries -0.704


The structure with the most favorable energy is <b>; the runner-up is 388.8 kJ/mol above it.


<a>
A cluster of 2 separate species, C2H8S3 in total. Source: the OMol25 dataset; level of theory: ωB97M-V with the def2-TZVPD basis set.

Structure (XYZ):
```
13
C2H8S3, DFT ωB97M-V with the def2-TZVPD basis set
S 1.2276 -2.3474 3.0614
S 2.2866 -1.2029 1.6702
H 1.9963 -3.4380 3.0561
H 1.1048 -0.6972 1.1844
C 0.5105 0.2003 -1.1329
S -0.1975 1.4173 0.0226
C -1.9520 1.5071 -0.9050
H 1.5674 0.5992 -1.1954
H -0.1300 -0.0060 -2.1305
H 0.3278 -0.6927 -0.4502
H -2.5286 1.9222 -0.0788
H -1.8841 2.1677 -1.8105
H -2.3287 0.5705 -1.2915
```

The LUMO energy (alpha / beta) is -3.793 / -8.559 eV. The value obtained for the HOMO energy (alpha / beta) is -13.2 / -12.0 eV. The spin multiplicity is 2. As for the charge: +1. The expectation value of S² is 0.755. For the orbital gap (alpha / beta), the calculation gives 9.46 / 3.47 eV.

Here are the Löwdin charges for atoms 1 to 6, given in e: number 1, S, carries 0.376; number 2, S, carries 0.385; number 3, H, carries -0.171; number 4, H, carries -0.253; number 5, C, carries -0.398; number 6, S, carries 0.932


<b>
A cluster of 2 separate species, C2H8S3 in total. Source: the OMol25 dataset; level of theory: ωB97M-V with the def2-TZVPD basis set.

Structure (XYZ):
```
13
C2H8S3, DFT ωB97M-V with the def2-TZVPD basis set
C -2.6725 0.0053 3.1132
S -2.3675 -1.8612 3.3186
H -2.2149 0.5385 3.9345
H -2.5410 0.2766 2.0772
H -3.7430 0.0065 3.3214
H -3.6764 -2.0851 3.0143
C 2.6985 1.2896 -3.0184
S 2.8151 -0.4227 -3.6127
S 1.6257 -1.5357 -2.3513
H 3.5965 1.6177 -2.4977
H 1.8586 1.3721 -2.3227
H 2.4658 1.9960 -3.8143
H 2.1550 -1.1977 -1.1621
```

The LUMO energy (alpha / beta) is -5.354 / -8.873 eV. The value obtained for the HOMO energy (alpha / beta) is -11.0 / -11.0 eV. The spin multiplicity is 2. As for the charge: +1. The expectation value of S² is 0.755. For the orbital gap (alpha / beta), the calculation gives 5.65 / 2.13 eV.

Here are the Löwdin charges for atoms 1 to 6, given in e: number 1, C, carries -0.431; number 2, S, carries 0.552; number 3, H, carries 0.018; number 4, H, carries 0.010; number 5, H, carries 0.007; number 6, H, carries -0.156


The structure with the most favorable energy is <b>; the runner-up is 75.4 kJ/mol above it.


<a>
A cluster of 2 separate species, C2H3O2P in total. Source: the OMol25 dataset; level of theory: ωB97M-V with the def2-TZVPD basis set.

Structure (XYZ):
```
8
C2H3O2P, DFT ωB97M-V with the def2-TZVPD basis set
O 1.4001 1.4579 0.1882
P 1.1337 0.0417 0.4156
O 1.8341 -1.0245 -0.2052
H 0.6821 -0.2634 1.7740
C -0.8915 -0.3068 -0.9974
C -1.4490 0.2814 -0.0440
H -0.6297 -0.7823 -1.8141
H -2.0797 0.5960 0.6830
```

The LUMO energy is 0.109 eV. The value obtained for the HOMO energy is -11.2 eV. As for the charge: 0. Its SMILES is O=[PH]=O.C#C. For the orbital gap, the calculation gives 11.32 eV.

Here are the Löwdin charges for atoms 1 to 6, given in e: number 1, O, carries -0.341; number 2, P, carries 0.453; number 3, O, carries -0.319; number 4, H, carries 0.058; number 5, C, carries 0.044; number 6, C, carries 0.066


<b>
The molecule C2H3O2P. Source: the OMol25 dataset; level of theory: ωB97M-V with the def2-TZVPD basis set.

Structure (XYZ):
```
8
C2H3O2P, DFT ωB97M-V with the def2-TZVPD basis set
C -0.1952 0.2699 0.1525
C 0.2515 -0.7085 -0.6171
O -0.4927 -1.1850 -1.6780
P -1.6100 -0.2054 -2.3720
O -2.3057 -1.1848 -3.2060
H 0.2765 0.6956 1.0726
H -1.2082 0.8300 -0.1012
H 1.1301 -1.2204 -0.5439
```

The LUMO energy is -0.451 eV. The value obtained for the HOMO energy is -10.1 eV. As for the charge: 0. Its SMILES is C=COP=O. For the orbital gap, the calculation gives 9.65 eV.

Here are the Löwdin charges for atoms 1 to 6, given in e: number 1, C, carries -0.036; number 2, C, carries -0.293; number 3, O, carries -0.327; number 4, P, carries 0.874; number 5, O, carries -0.424; number 6, H, carries 0.070


The structure with the most favorable energy is <b>; the runner-up is 186.4 kJ/mol above it.